ORCA calculation (ωB97M-V/def2-TZVPD) on an isolated ion of composition C19H25N2O and charge +1.

XYZ file:
```
47
Properties=species:S:1:pos:R:3:forces:R:3:mulliken_charge:R:1
C -1.814 4.034 -1.208 1.395 -0.076 -2.103 -1.422
C -0.703 3.097 -0.901 -1.171 -4.096 2.804 -0.442
C -0.878 1.925 -0.167 -0.484 2.771 -0.924 -0.182
C 0.190 1.055 0.350 2.254 0.569 -1.634 -0.853
N -0.514 0.017 1.167 1.858 -0.417 2.468 0.087
C 0.309 -0.682 2.221 -0.813 -3.881 -1.773 -0.585
C 1.368 -1.511 1.398 1.831 1.302 0.593 -1.106
C 0.938 -2.358 0.126 -0.657 0.027 1.737 0.310
C 1.898 -2.248 -1.020 -2.453 1.146 0.191 0.459
C 3.203 -2.561 -1.038 -0.132 -1.197 1.983 -0.690
C 3.892 -2.459 -2.163 3.505 0.826 -3.168 -0.433
C 3.386 -1.855 -3.339 -1.515 -1.643 3.411 -0.748
C 2.026 -1.523 -3.279 -0.212 1.318 -1.740 -0.641
C 1.271 -1.643 -2.127 0.952 -0.473 0.411 -0.267
N -0.027 -1.209 -1.837 0.364 -1.297 2.777 -0.048
C -0.380 -1.845 -0.501 -1.883 0.723 -0.453 -0.291
C -1.298 -0.918 0.415 -0.201 -2.946 -3.178 -0.364
C -2.412 -0.019 -0.288 0.537 -1.783 -0.851 -1.401
C -2.081 1.254 0.407 -4.637 3.294 1.404 0.432
C -1.618 0.706 1.766 -2.983 2.238 -0.230 -0.301
C -1.452 1.764 2.753 -0.259 2.380 2.712 -0.857
O -1.575 1.210 4.082 0.730 1.151 0.967 -0.569
H -1.422 4.616 -2.051 -0.613 0.167 0.018 0.378
H -2.742 3.581 -1.502 -0.327 -0.434 -0.107 0.378
H -2.006 4.719 -0.440 -0.187 0.976 1.354 0.344
H 0.319 3.249 -1.186 0.301 0.652 -0.236 0.503
H 0.958 1.575 0.906 -0.217 0.082 1.012 0.550
H 0.788 0.799 -0.540 -0.383 -1.493 0.552 0.431
H 0.698 0.033 2.902 0.466 0.488 0.492 0.440
H -0.404 -1.434 2.732 0.935 1.587 -0.483 0.397
H 2.154 -1.968 2.121 -1.600 0.307 -1.362 0.437
H 1.922 -0.690 0.916 0.380 -0.222 0.254 0.533
H 0.780 -3.416 0.419 0.149 0.588 -0.080 0.637
H 3.707 -2.986 -0.192 -0.067 -0.181 0.527 0.405
H 4.962 -2.785 -2.127 -1.036 0.369 -0.301 0.311
H 4.066 -1.861 -4.124 0.416 0.528 -1.807 0.456
H 1.506 -1.061 -4.123 0.397 -0.156 -0.046 0.379
H -0.747 -0.780 -2.380 0.266 -0.257 -0.675 0.145
H -1.009 -2.745 -0.607 0.082 0.314 -0.586 0.390
H -1.800 -1.546 1.169 0.385 0.002 -0.454 0.751
H -2.203 0.106 -1.327 0.346 -0.042 -0.865 0.464
H -3.449 -0.455 -0.324 1.005 0.572 0.983 0.241
H -3.003 1.953 0.590 1.650 -1.189 -0.682 0.797
H -2.430 0.065 2.195 1.112 -0.054 -0.459 0.505
H -2.349 2.462 2.725 1.188 -0.564 -0.844 0.355
H -0.515 2.362 2.694 -0.531 -0.317 -0.307 0.314
H -1.509 1.977 4.737 -0.143 -1.661 -1.306 0.370
```
Positions in Å, forces in eV/Å.

Results
Maximum force (hartree/bohr): 0.1139
Energy above the lowest of the compared OMol25 structures with the same formula, charge and spin (eV): 4.479
Charge: +1
Electronic energy (Eh): -923.40172
Kohn-Sham gap (Ha): 0.3055
SMILES: C/C=C1/C[N@+]23CC[C@@H]4c5ccccc5N[C@@H]4[C@@H]2C[C@H]1[C@@H]3CO
HOMO (eV): -10.609



ORCA calculation (ωB97M-V/def2-TZVPD) on an isolated ion of composition C19H25N2O and charge +1.

XYZ file:
```
47
Properties=species:S:1:pos:R:3:forces:R:3:mulliken_charge:R:1
C -0.409 6.058 1.098 -0.002 0.020 -0.008 -0.911
N -0.142 4.680 1.454 -0.041 -0.077 0.186 0.128
C 1.241 4.286 1.413 0.062 -0.013 -0.189 -0.979
C 1.745 3.978 -0.011 0.361 0.583 0.657 -0.441
N 0.890 2.928 -0.606 0.111 -0.376 0.148 0.176
C 1.373 2.417 -1.911 0.223 -0.593 -0.444 -0.957
C 0.882 0.973 -2.077 -0.178 0.071 -0.146 -0.628
O 1.065 0.372 -0.815 0.044 -0.117 0.008 -0.322
C 0.607 -0.929 -0.613 -0.058 -0.097 0.239 0.890
C 0.710 -1.400 0.691 0.085 0.170 -0.183 -0.551
C 0.275 -2.672 0.998 -0.024 0.045 -0.141 -0.755
C -0.279 -3.495 0.018 0.057 0.218 -0.161 0.096
C -0.756 -4.845 0.351 -0.112 -0.310 0.073 0.412
C -1.947 -5.327 -0.187 0.091 0.066 0.037 -0.459
C -2.400 -6.593 0.133 -0.044 -0.075 -0.039 -0.568
C -1.666 -7.399 0.988 -0.014 -0.037 0.008 -0.443
C -0.478 -6.931 1.524 -0.001 -0.061 0.073 -0.577
C -0.027 -5.662 1.212 -0.041 0.084 -0.078 -0.458
C -0.370 -3.005 -1.280 0.014 -0.086 0.234 -0.818
C 0.070 -1.732 -1.604 0.117 0.396 -0.098 -0.393
C -0.518 3.385 -0.634 -0.848 0.207 0.343 -0.521
C -0.972 3.700 0.804 0.047 -0.028 -0.168 -1.025
H -1.459 6.268 1.286 -0.040 0.075 -0.029 0.320
H -0.186 6.308 0.052 -0.001 0.066 -0.062 0.335
H 0.184 6.704 1.741 0.010 0.090 -0.015 0.326
H 1.855 5.076 1.847 0.069 -0.086 -0.026 0.449
H 1.360 3.389 2.032 0.105 -0.010 -0.005 0.335
H 2.777 3.630 0.026 -0.076 -0.094 -0.127 0.451
H 1.692 4.868 -0.641 -0.022 -0.129 -0.091 0.375
H 0.932 2.083 0.001 -0.026 0.265 -0.117 0.306
H 2.465 2.422 -1.894 -0.101 0.096 0.093 0.434
H 1.025 3.053 -2.726 0.000 0.039 0.124 0.319
H -0.176 0.941 -2.371 0.119 -0.025 0.024 0.517
H 1.472 0.471 -2.852 -0.068 0.109 0.049 0.508
H 1.137 -0.763 1.450 0.044 0.075 0.095 0.418
H 0.347 -3.024 2.015 -0.006 -0.040 0.108 0.474
H -2.533 -4.696 -0.840 -0.060 0.057 -0.055 0.463
H -3.329 -6.952 -0.284 -0.079 -0.028 -0.026 0.385
H -2.019 -8.389 1.235 -0.029 -0.086 0.022 0.380
H 0.100 -7.557 2.187 0.052 -0.056 0.046 0.384
H 0.910 -5.309 1.618 0.093 0.026 0.040 0.456
H -0.772 -3.632 -2.060 -0.033 -0.075 -0.073 0.496
H -0.004 -1.395 -2.626 0.000 0.043 -0.106 0.397
H -1.148 2.606 -1.061 0.131 -0.046 -0.065 0.399
H -0.579 4.277 -1.261 0.140 -0.099 -0.052 0.389
H -2.003 4.054 0.786 0.003 -0.103 -0.046 0.456
H -0.943 2.778 1.395 -0.072 -0.053 -0.057 0.333
```
Positions in Å, forces in eV/Å.

Results
Maximum force (hartree/bohr): 0.0185
Energy above the lowest of the compared OMol25 structures with the same formula, charge and spin (eV): 1.382
Charge: +1
Electronic energy (Eh): -923.51553
Kohn-Sham gap (Ha): 0.3053
SMILES: CN1CC[NH+](CCOc2ccc(-c3ccccc3)cc2)CC1
HOMO (eV): -10.616



ORCA calculation (ωB97M-V/def2-TZVPD) on C19H25N2PPdS2 as an isolated structure.

XYZ file:
```
50
Properties=species:S:1:pos:R:3:forces:R:3:mulliken_charge:R:1
Pd 0.129 0.103 0.021 0.442 0.693 0.255 -0.664
C 2.460 0.822 2.363 -0.023 0.032 0.011 -1.439
P 1.511 -0.576 1.619 -0.164 -0.114 -0.105 1.264
C 1.049 -1.438 3.181 -0.005 -0.002 -0.007 -1.285
C 2.959 -1.619 1.152 0.021 -0.040 0.014 -1.333
H 3.192 0.481 3.106 0.012 0.004 0.005 0.384
H 1.758 1.516 2.827 -0.005 -0.004 0.009 0.328
H 2.967 1.359 1.560 0.005 0.001 0.001 0.301
H 1.901 -1.535 3.865 -0.007 -0.020 0.013 0.358
H 0.653 -2.426 2.938 0.004 -0.008 0.000 0.322
H 0.239 -0.893 3.666 0.001 0.022 -0.001 0.324
H 3.693 -1.694 1.964 0.008 -0.018 -0.003 0.391
H 3.424 -1.195 0.262 -0.001 0.020 -0.002 0.299
H 2.606 -2.616 0.884 -0.002 -0.009 0.004 0.317
C -0.825 0.605 -3.835 -0.001 -0.051 -0.055 -0.831
N -1.169 -0.457 -2.922 0.021 0.231 0.122 0.342
C -2.442 -0.712 -2.439 -0.038 -0.116 0.057 -0.419
C -2.323 -1.593 -1.428 -0.093 0.050 -0.082 -0.391
N -0.978 -1.897 -1.305 -0.237 0.277 0.221 -0.051
C -0.243 -1.103 -2.155 0.147 -0.580 -0.436 -0.374
S 1.409 -1.290 -2.551 -0.085 0.104 0.111 -0.435
H -1.716 0.875 -4.402 0.004 -0.002 0.001 0.308
H -0.041 0.259 -4.509 0.011 0.001 0.006 0.295
H -0.463 1.471 -3.276 -0.009 -0.011 -0.014 0.200
H -3.310 -0.225 -2.845 -0.003 0.009 0.002 0.409
H -3.054 -2.019 -0.765 0.010 0.029 0.029 0.420
H -0.602 -2.181 -0.399 0.154 -0.131 -0.113 0.209
S -2.448 -2.104 2.170 -0.191 -0.157 -0.034 -0.405
C -4.138 -2.050 1.750 0.199 0.033 0.049 -0.383
C -4.691 -0.944 1.070 0.047 0.062 -0.008 -0.414
C -6.031 -0.888 0.725 -0.073 -0.008 -0.013 -0.485
C -6.898 -1.932 1.040 0.009 -0.013 0.011 -0.406
C -6.376 -3.035 1.713 -0.104 0.033 -0.040 -0.365
C -5.038 -3.091 2.056 0.074 -0.094 0.047 -0.433
H -4.027 -0.126 0.817 0.003 0.000 0.002 0.657
H -6.404 -0.014 0.200 -0.008 -0.007 -0.001 0.333
H -7.946 -1.888 0.768 0.000 -0.001 0.000 0.343
H -7.027 -3.866 1.972 -0.003 0.005 -0.004 0.286
H -4.645 -3.956 2.578 -0.012 0.003 -0.005 0.314
C -0.479 4.859 -1.523 0.016 0.065 -0.029 -0.213
C -1.515 4.213 -0.862 -0.037 -0.005 0.007 -0.505
C -1.386 2.879 -0.482 -0.030 -0.028 -0.006 0.405
C -0.235 2.101 -0.728 -0.063 -0.228 -0.014 -1.072
C 0.786 2.807 -1.404 -0.012 -0.056 0.005 0.065
C 0.681 4.139 -1.790 0.011 0.040 -0.028 -0.471
H -0.571 5.899 -1.822 0.002 -0.007 0.002 0.321
H -2.434 4.753 -0.641 0.003 -0.003 0.000 0.328
H -2.225 2.422 0.037 0.007 -0.004 0.000 0.291
H 1.705 2.278 -1.652 -0.005 0.001 0.014 0.256
H 1.508 4.620 -2.308 -0.002 0.001 0.001 0.305
```
Positions in Å, forces in eV/Å.

Results
Maximum force (hartree/bohr): 0.0167
Charge: -2
Electronic energy (Eh): -2114.11807
Kohn-Sham gap (Ha): 0.1970
HOMO (eV): -0.347



ORCA calculation (ωB97M-V/def2-TZVPD) on one molecule with the formula C19H25N3O3.

XYZ file:
```
50
Properties=species:S:1:pos:R:3:forces:R:3:mulliken_charge:R:1
C 6.422 -1.884 -2.219 -0.095 -0.196 -0.131 -1.287
C 5.253 -2.705 -2.748 -0.036 0.258 0.209 -0.380
C 3.912 -2.123 -2.308 0.077 -0.344 -0.208 -0.036
C 2.735 -2.948 -2.839 -0.020 0.247 0.009 -1.110
C 1.410 -2.303 -2.474 0.216 -0.353 -0.284 0.877
O 0.827 -1.585 -3.264 -0.001 0.264 -0.296 -0.669
N 0.894 -2.556 -1.243 -0.309 -0.022 0.315 0.172
C 1.500 -3.296 -0.162 0.382 -0.002 0.213 -0.900
C 1.796 -2.362 1.015 -0.209 -0.203 0.012 -0.568
C 0.515 -1.673 1.472 0.269 0.156 -0.082 -1.029
C -0.119 -0.933 0.285 -0.161 -0.459 0.092 1.178
C -1.400 -0.316 0.700 -0.149 0.616 0.051 -0.102
N -1.654 0.942 0.863 0.424 -0.032 -0.163 -0.479
C -2.962 0.951 1.274 0.389 -1.145 -0.168 0.396
C -3.689 2.164 1.586 -0.403 0.608 0.167 0.405
C -5.018 2.100 2.007 0.063 0.012 -0.021 -0.831
C -5.686 3.270 2.300 0.014 -0.149 -0.015 -0.794
C -5.058 4.502 2.182 0.158 0.324 -0.030 -0.402
C -3.733 4.569 1.763 -0.107 -0.161 0.029 0.532
O -3.020 5.718 1.614 0.120 -0.305 -0.061 -0.399
C -3.650 6.944 1.894 -0.105 0.188 0.047 -0.861
C -3.052 3.390 1.465 -0.079 -0.025 0.020 -0.296
N -3.465 -0.254 1.355 -1.008 0.711 0.363 -0.540
O -2.458 -1.090 0.984 0.797 -0.238 -0.279 -0.146
C -0.351 -1.926 -0.865 -0.148 0.351 -0.237 -1.536
H 6.414 -1.862 -1.131 0.040 0.037 0.115 0.321
H 7.368 -2.309 -2.546 0.136 0.031 0.017 0.395
H 6.363 -0.860 -2.582 0.041 0.130 -0.009 0.320
H 5.294 -2.733 -3.839 -0.033 -0.086 -0.043 0.313
H 5.339 -3.733 -2.387 -0.024 -0.062 -0.068 0.335
H 3.819 -1.102 -2.683 -0.023 0.063 0.059 0.342
H 3.882 -2.081 -1.217 -0.004 0.073 0.073 -0.024
H 2.780 -2.959 -3.929 -0.092 -0.031 0.079 0.473
H 2.792 -3.978 -2.487 0.033 -0.026 0.001 0.351
H 2.415 -3.783 -0.491 -0.066 -0.026 -0.034 0.421
H 0.795 -4.072 0.163 0.097 -0.023 -0.021 0.398
H 2.226 -2.937 1.836 0.058 0.007 0.016 0.389
H 2.522 -1.608 0.706 0.088 -0.016 -0.010 0.330
H 0.730 -0.967 2.277 -0.063 -0.030 0.043 0.412
H -0.192 -2.416 1.848 -0.037 -0.001 0.050 0.389
H 0.543 -0.131 -0.050 -0.115 -0.028 0.005 0.139
H -5.497 1.139 2.095 -0.098 -0.083 0.026 0.475
H -6.715 3.235 2.626 -0.075 -0.007 0.023 0.381
H -5.612 5.397 2.420 -0.010 0.095 0.010 0.399
H -2.898 7.710 1.706 -0.090 -0.020 0.027 0.244
H -3.972 7.003 2.939 -0.001 -0.010 -0.047 0.345
H -4.510 7.115 1.238 0.024 -0.016 0.036 0.347
H -2.026 3.437 1.138 0.125 0.022 -0.038 0.520
H -0.742 -1.411 -1.745 -0.018 -0.123 0.160 0.532
H -1.066 -2.692 -0.544 0.027 0.031 -0.024 0.258
```
Positions in Å, forces in eV/Å.

Results
Maximum force (hartree/bohr): 0.0250
Energy above the lowest of the compared OMol25 structures with the same formula, charge and spin (eV): 3.194
Charge: 0
Electronic energy (Eh): -1128.99241
Kohn-Sham gap (Ha): 0.3438
SMILES: CCCCC(=O)N1CCC[C@H](c2nc(-c3cccc(OC)c3)no2)C1
HOMO (eV): -8.580



Question: The lowest electronic energy belongs to which entry?
Answer: C19H25N2PPdS2